(1)
{
  "formula": "C6H17N3",
  "method": "wB97M-V/def2-TZVPD",
  "species": ["C", "C", "C", "C", "C", "C", "N", "N", "N", "H", "H", "H", "H", "H", "H", "H", "H", "H", "H", "H", "H", "H", "H", "H", "H", "H"],
  "positions_angstrom": [[-2.012, -0.359, -0.169], [-4.170, 0.794, -0.069], [2.013, -1.409, -0.158], [3.131, 0.718, -0.458], [1.672, 0.369, 1.444], [0.814, 0.576, -0.785], [-2.326, -1.612, -0.192], [-2.717, 0.697, 0.021], [1.879, 0.053, 0.012], [-4.590, 0.873, 0.938], [-4.587, -0.073, -0.575], [-4.440, 1.693, -0.622], [2.893, -1.771, 0.372], [1.136, -1.914, 0.246], [2.123, -1.663, -1.212], [3.040, 1.802, -0.398], [3.966, 0.406, 0.170], [3.346, 0.439, -1.489], [0.741, -0.072, 1.797], [2.493, -0.032, 2.036], [1.637, 1.447, 1.599], [0.654, 0.163, -1.765], [0.477, 1.570, -0.558], [-1.704, -2.311, -0.573], [-3.215, -1.965, 0.173], [-2.256, 1.580, 0.215]],
  "forces_ev_per_a": [[-0.7, 0.1, 0.2], [-1.0, 0.1, 0.1], [0.1, -1.0, -0.2], [1.1, 0.4, -0.2], [-0.2, 0.3, 1.0], [-0.4, 0.3, -0.4], [-0.2, -0.3, 0.0], [0.6, 0.1, -0.1], [0.5, 0.2, -0.1], [0.1, -0.1, -0.1], [0.1, 0.0, 0.0], [0.1, -0.1, 0.0], [0.0, 0.2, 0.1], [0.0, 0.2, 0.0], [0.0, 0.2, 0.0], [-0.2, -0.1, 0.1], [-0.1, -0.1, 0.1], [-0.2, -0.1, 0.1], [0.0, -0.1, -0.1], [0.0, -0.1, -0.2], [0.0, 0.0, -0.2], [0.1, -0.2, -0.1], [0.0, 0.2, 0.2], [0.0, 0.0, -0.1], [0.2, 0.1, 0.0], [0.2, -0.2, 0.0]],
  "orbital_gap_ev": [10.451, 8.830],
  "spin_multiplicity": 3,
  "charge": 2,
  "s2": 2.007
}



(2)
{
  "formula": "C6H17N4O",
  "method": "wB97M-V/def2-TZVPD",
  "species": ["C", "C", "C", "O", "N", "H", "H", "H", "H", "H", "H", "H", "C", "C", "C", "N", "N", "N", "H", "H", "H", "H", "H", "H", "H", "H", "H", "H"],
  "positions_angstrom": [[-1.662, 1.141, -0.205], [-2.594, 1.794, -1.230], [-0.289, 1.806, -0.356], [0.155, 2.274, -1.352], [0.585, 1.853, 0.804], [-1.949, 1.318, 0.922], [-1.541, 0.039, -0.346], [-2.182, 2.333, -2.052], [-3.230, 2.417, -0.559], [1.554, 2.146, 0.637], [0.278, 1.956, 1.744], [-3.040, 0.864, -1.737], [1.247, -1.191, -0.999], [2.607, -0.681, -1.287], [0.074, -1.760, 1.152], [0.958, -0.995, 0.399], [-1.034, -2.420, 0.551], [0.048, -1.756, 2.521], [0.564, -0.625, -1.664], [1.177, -2.352, -1.357], [3.489, -1.264, -0.971], [2.779, 0.403, -1.079], [1.056, 0.059, 0.738], [-1.193, -2.403, -0.468], [-1.760, -2.810, 1.187], [0.681, -0.961, 2.972], [-0.821, -2.029, 2.947], [2.714, -0.700, -2.463]],
  "forces_ev_per_a": [[1.6, 0.8, 1.6], [-1.7, -2.5, 1.1], [1.1, 0.1, 2.2], [0.1, 0.0, -1.3], [0.4, -1.0, -1.1], [0.1, -0.4, -2.2], [0.0, 0.9, 0.1], [0.9, 0.6, 0.0], [-0.4, -0.5, -1.5], [-0.9, 0.4, -0.1], [-0.5, 0.2, 0.5], [-0.5, 1.8, 0.8], [-0.7, -2.4, -1.6], [2.2, 0.9, -3.5], [-2.4, 0.8, -1.7], [-1.7, -0.4, 3.2], [2.0, 0.7, 1.1], [2.6, 2.9, -1.1], [-0.1, -0.3, 0.5], [0.1, 2.7, 1.2], [-0.7, 0.1, 0.4], [-0.4, -0.8, 0.3], [-0.1, -2.1, -0.4], [0.3, -0.1, 1.2], [1.0, 0.2, -1.1], [-2.0, -2.7, -1.0], [0.1, 0.2, 0.4], [-0.2, 0.0, 2.1]],
  "orbital_gap_ev": 10.102,
  "spin_multiplicity": 1,
  "charge": 1
}



(3)
{
  "formula": "C6H17N7",
  "method": "wB97M-V/def2-TZVPD",
  "species": ["C", "C", "C", "C", "C", "C", "N", "N", "N", "N", "N", "N", "N", "H", "H", "H", "H", "H", "H", "H", "H", "H", "H", "H", "H", "H", "H", "H", "H", "H"],
  "positions_angstrom": [[-1.322, 1.450, -0.632], [-2.324, -0.728, -0.558], [-2.629, 0.767, -0.278], [-0.374, -0.269, 0.481], [4.011, -0.676, 0.170], [2.605, -0.092, 0.089], [-0.233, 0.961, -0.205], [-1.219, -1.186, -0.092], [-3.209, -1.458, -1.216], [-0.457, -0.164, 1.880], [2.510, 0.630, -1.367], [1.638, -1.016, 0.289], [-2.860, 0.906, 1.202], [-1.309, 2.313, -1.281], [-3.481, 1.155, -0.835], [4.193, -1.375, -0.645], [4.762, 0.110, 0.159], [4.109, -1.227, 1.102], [2.486, 0.754, 0.769], [1.581, 1.070, -1.414], [-4.078, -1.085, -1.565], [-2.994, -2.424, -1.412], [-0.457, -1.084, 2.315], [0.290, 0.393, 2.288], [2.606, -0.066, -2.112], [3.245, 1.334, -1.478], [1.584, -1.793, -0.350], [-3.001, 1.891, 1.458], [-1.982, 0.522, 1.732], [-3.691, 0.383, 1.505]],
  "forces_ev_per_a": [[0.1, 0.0, 0.1], [0.0, 0.6, 0.4], [0.1, -0.6, -0.6], [3.2, -1.3, -0.2], [0.0, 0.2, 0.0], [0.9, 0.3, -0.3], [0.0, 0.8, -0.1], [0.0, -0.6, 0.1], [-0.3, -0.1, -0.2], [0.0, 0.1, 0.1], [0.0, 0.1, 0.2], [-4.1, 0.3, 0.5], [-0.2, 0.1, 0.3], [-0.1, 0.3, 0.0], [0.0, 0.0, 0.1], [0.0, 0.0, -0.1], [0.1, 0.0, -0.1], [0.0, 0.0, 0.0], [0.0, 0.1, -0.1], [0.4, -0.1, 0.0], [0.1, 0.0, 0.0], [0.0, -0.1, 0.0], [0.0, 0.0, -0.1], [0.0, 0.0, -0.1], [0.0, 0.1, 0.2], [-0.2, -0.1, -0.1], [0.1, -0.3, -0.2], [0.0, -0.2, 0.0], [-0.4, 0.2, -0.1], [0.1, 0.1, 0.0]],
  "orbital_gap_ev": [7.905, 7.904],
  "spin_multiplicity": 1,
  "charge": 2
}



(4)
{
  "formula": "C6H17NO",
  "method": "wB97M-V/def2-TZVPD",
  "species": ["C", "C", "C", "N", "C", "C", "C", "H", "H", "H", "H", "H", "H", "H", "H", "H", "H", "H", "H", "H", "H", "H", "H", "H", "O"],
  "positions_angstrom": [[1.828, 0.101, -1.513], [1.047, -0.057, -2.835], [1.119, 1.058, -0.529], [-0.077, 0.486, 0.104], [-0.001, 0.234, 1.557], [-1.142, -0.655, 2.063], [-0.647, -2.060, 2.128], [2.065, -0.862, -1.079], [2.781, 0.558, -1.854], [1.081, -1.023, -3.174], [0.028, 0.176, -2.556], [1.091, 0.598, -3.698], [0.807, 2.052, -0.995], [1.841, 1.485, 0.251], [-0.242, -0.349, -0.526], [0.004, 1.298, 1.993], [0.967, -0.258, 1.809], [-1.538, -0.325, 3.085], [-2.027, -0.676, 1.293], [-0.251, -2.157, 3.239], [0.053, -2.423, 1.409], [-1.536, -2.708, 2.181], [-1.737, 1.492, -0.581], [-2.852, 2.036, -1.351], [-2.662, 1.979, -0.421]],
  "forces_ev_per_a": [[0.9, 2.1, -1.4], [-1.5, 1.5, 1.6], [0.9, 2.2, 0.8], [0.0, -1.3, -1.5], [0.3, 1.6, -0.4], [-1.6, 1.0, -1.4], [-0.9, -1.2, 4.3], [-0.2, -0.1, 0.2], [-0.1, -0.2, 0.7], [0.0, -2.5, -0.9], [-0.8, -0.5, -0.1], [1.2, 0.6, 0.1], [0.4, -1.4, -0.2], [-0.7, -1.1, -0.6], [-0.3, 0.7, 1.7], [0.0, -1.6, -0.2], [-0.4, 0.4, 0.1], [0.5, -0.4, -1.5], [1.5, 0.7, 1.4], [0.0, -0.3, -2.2], [0.4, 0.1, -0.5], [0.4, -0.2, -0.4], [-2.1, 1.1, 1.5], [-0.9, 0.4, -0.9], [3.0, -1.5, -0.4]],
  "orbital_gap_ev": [2.505, 9.240],
  "spin_multiplicity": 2,
  "charge": -1,
  "s2": 0.750
}



(5)
{
  "formula": "C6H17NO",
  "method": "wB97M-V/def2-TZVPD",
  "species": ["C", "N", "C", "C", "C", "C", "C", "H", "H", "H", "H", "H", "H", "H", "H", "H", "H", "H", "H", "H", "H", "H", "H", "H", "O"],
  "positions_angstrom": [[-1.018, -1.728, -1.872], [-0.076, -0.767, -1.137], [-0.543, -0.443, 0.162], [-0.230, 1.017, 0.461], [-1.217, 1.450, 1.607], [1.211, 1.254, 0.852], [-0.007, -1.475, 1.217], [-0.582, -1.439, -2.978], [-2.021, -1.435, -1.628], [-0.837, -2.758, -1.562], [0.860, -1.181, -1.244], [-1.684, -0.361, 0.318], [-0.408, 1.760, -0.432], [-2.085, 0.871, 1.435], [-1.007, 1.213, 2.553], [-1.504, 2.418, 1.376], [1.298, 1.419, 1.895], [1.533, 2.261, 0.440], [1.952, 0.415, 0.472], [0.921, -1.132, 1.626], [-0.860, -1.649, 2.006], [0.311, -2.342, 0.717], [1.266, 0.741, -1.779], [2.808, 0.984, -2.038], [1.921, 0.908, -2.465]],
  "forces_ev_per_a": [[3.6, 2.2, -1.9], [-1.4, -1.3, -2.0], [-0.5, 0.2, 1.5], [-0.3, 1.5, 0.6], [0.2, -0.6, -4.6], [2.0, 0.4, -1.9], [-2.6, 1.7, 1.2], [-2.1, -1.6, 2.3], [-0.5, 0.2, -0.5], [-0.1, -0.1, -0.3], [-0.5, 0.3, 0.8], [1.5, -1.2, -1.5], [-0.2, -2.0, 1.3], [-1.4, -0.4, -0.2], [1.6, -0.3, 3.7], [-0.4, 2.2, 0.5], [0.4, -0.5, 1.2], [0.0, -1.3, 0.2], [-1.3, 1.8, 0.8], [0.3, 0.5, 0.9], [2.1, 0.0, -1.2], [-0.4, -1.6, -0.7], [-0.2, -0.1, 0.1], [-1.3, -0.1, -0.4], [1.5, 0.2, 0.0]],
  "orbital_gap_ev": 9.667,
  "smiles": "CN[C@@H](C)C(C)C.O",
  "spin_multiplicity": 1
}



(6)
{
  "formula": "C6H17NO",
  "method": "wB97M-V/def2-TZVPD",
  "species": ["C", "C", "C", "C", "C", "C", "N", "H", "H", "H", "H", "H", "H", "H", "H", "H", "H", "H", "H", "H", "H", "H", "H", "H", "O"],
  "positions_angstrom": [[1.237, -1.629, -0.197], [0.469, -0.597, 0.596], [-0.566, 0.158, -0.253], [-1.336, -0.786, -1.216], [0.087, 1.175, -1.214], [-0.785, 2.390, -1.471], [-0.308, -1.274, 1.647], [0.651, -2.486, -0.524], [1.837, -1.312, -1.066], [2.085, -2.061, 0.356], [1.165, 0.142, 0.990], [-1.258, 0.657, 0.426], [-0.625, -1.358, -1.813], [-2.014, -1.540, -0.808], [-1.805, -0.137, -1.940], [1.064, 1.469, -0.792], [0.482, 0.676, -2.099], [-0.412, 3.006, -2.289], [-0.697, 3.049, -0.605], [-1.838, 2.133, -1.586], [-0.907, -1.968, 1.228], [0.314, -1.615, 2.359], [1.219, 0.480, 2.651], [0.697, 0.480, 4.128], [1.244, 0.950, 3.491]],
  "forces_ev_per_a": [[2.1, -0.7, -0.6], [-1.3, -0.7, -0.7], [0.3, -0.5, -1.4], [0.5, -0.1, 0.2], [1.2, -0.1, 0.8], [0.5, 0.4, 0.4], [0.5, 1.3, 0.3], [-0.3, 0.2, 0.1], [-0.7, 0.6, -0.2], [-0.5, 0.0, 0.6], [0.0, 0.0, 0.2], [0.1, 0.1, 0.0], [0.1, 0.1, 0.1], [-0.2, 0.4, 0.2], [-0.8, -0.1, -0.1], [-0.4, 0.5, 0.3], [-0.7, -0.2, -0.4], [-0.2, -0.2, -0.3], [-0.3, -0.1, 0.1], [0.0, 0.0, -0.3], [0.2, -0.4, 0.3], [-0.2, -0.8, 0.1], [-0.3, -0.1, 0.4], [-0.1, -0.1, -0.3], [0.3, 0.3, 0.2]],
  "orbital_gap_ev": 10.369,
  "smiles": "CC[C@@H](C)[C@H](C)N.O",
  "spin_multiplicity": 1
}



(7)
{
  "formula": "C6H17NO",
  "method": "wB97M-V/def2-TZVPD",
  "species": ["C", "C", "C", "C", "C", "C", "N", "H", "H", "H", "H", "H", "H", "H", "H", "H", "H", "H", "H", "H", "H", "H", "H", "H", "O"],
  "positions_angstrom": [[1.894, 1.549, 1.394], [0.771, 0.960, 0.498], [0.372, -0.469, 0.925], [0.681, -1.556, -0.111], [-0.540, -1.891, -1.000], [-1.525, -2.802, -0.251], [-0.367, 1.889, 0.539], [2.345, 0.751, 1.990], [1.368, 2.111, 2.177], [2.554, 2.226, 0.860], [1.227, 0.906, -0.500], [-0.639, -0.463, 1.305], [0.986, -0.768, 1.797], [0.988, -2.501, 0.340], [1.547, -1.208, -0.675], [-0.127, -2.445, -1.848], [-1.026, -0.977, -1.358], [-2.251, -2.182, 0.304], [-2.065, -3.492, -0.889], [-1.040, -3.195, 0.648], [-0.492, 2.458, -0.299], [-1.240, 1.388, 0.664], [-0.698, 3.900, -2.090], [-1.345, 2.562, -2.551], [-1.379, 3.251, -1.872]],
  "forces_ev_per_a": [[-1.3, -0.4, 1.0], [0.5, 0.4, 0.1], [1.5, -0.3, 0.9], [-1.0, 0.3, -0.3], [0.9, -0.4, 0.0], [-0.2, 1.6, 1.2], [-0.4, -0.1, -0.3], [0.8, 0.1, -0.6], [0.1, 0.3, -0.3], [0.3, -0.2, 0.1], [-0.4, -0.1, -0.2], [-0.5, -0.2, -0.2], [-0.3, 0.4, -0.1], [0.0, 0.1, 0.3], [-0.1, -0.1, -0.3], [-0.3, 0.1, -0.2], [0.1, -0.2, -0.1], [-0.3, 0.0, -0.7], [0.1, -0.3, 0.2], [0.2, -1.0, -0.6], [0.2, -0.3, 0.3], [0.1, 0.1, -0.1], [-0.2, -0.2, -0.2], [0.1, 0.3, 0.1], [0.0, 0.0, -0.3]],
  "orbital_gap_ev": 9.266,
  "smiles": "CCCC[C@H](C)N.O",
  "spin_multiplicity": 1
}



(8)
{
  "formula": "C6H17NO",
  "method": "wB97M-V/def2-TZVPD",
  "species": ["C", "C", "C", "C", "C", "C", "N", "H", "H", "H", "H", "H", "H", "H", "H", "H", "H", "H", "H", "H", "H", "H", "H", "H", "O"],
  "positions_angstrom": [[-1.393, -0.266, -1.354], [-0.423, -1.118, -0.521], [0.335, -0.369, 0.606], [-0.570, 0.752, 1.200], [1.632, 0.262, 0.095], [2.821, -0.660, 0.139], [-1.102, -2.358, -0.125], [-1.003, 0.713, -1.625], [-1.651, -0.803, -2.267], [-2.362, -0.203, -0.842], [0.262, -1.470, -1.308], [0.671, -1.012, 1.419], [-0.551, 1.535, 0.448], [-1.632, 0.606, 1.420], [-0.129, 1.035, 2.159], [1.434, 0.697, -0.903], [1.824, 1.263, 0.529], [2.837, -1.193, -0.814], [2.675, -1.510, 0.810], [3.815, -0.245, 0.233], [-0.593, -3.194, -0.340], [-1.182, -2.407, 0.887], [-1.653, 3.256, 0.764], [-2.353, 3.055, -0.509], [-1.708, 3.635, -0.100]],
  "forces_ev_per_a": [[-0.7, -0.3, 0.4], [0.7, -1.0, -1.3], [-1.0, 0.7, 0.0], [0.6, -0.2, 0.1], [-0.4, 2.1, -0.4], [-0.2, -1.4, -1.3], [-0.6, 0.2, 1.1], [0.0, 0.1, 0.1], [0.3, 0.0, -0.1], [0.2, 0.4, 0.1], [0.6, 0.3, 0.5], [-0.5, -0.5, -0.1], [0.2, 0.5, 0.3], [0.1, -0.9, -0.2], [0.1, 0.5, -0.2], [0.2, -0.9, -0.2], [0.0, -0.7, 1.0], [0.2, 0.0, -0.3], [0.1, 0.4, 0.6], [0.0, 0.4, 0.3], [0.5, -0.1, -0.4], [-0.3, 0.2, 0.0], [0.3, -0.1, 1.1], [-0.2, 0.0, -0.4], [-0.2, 0.2, -0.7]],
  "orbital_gap_ev": 10.158,
  "smiles": "CC[C@@H](C)[C@H](C)N.O",
  "spin_multiplicity": 1
}